# 1
{
  "formula": "C24H43Cl2CsF7IN5O8P3",
  "method": "the ωB97M-V functional and the def2-TZVPD basis",
  "symbols": ["C", "C", "N", "C", "C", "C", "N", "C", "C", "P", "O", "O", "C", "C", "O", "C", "C", "N", "C", "C", "O", "I", "P", "C", "C", "C", "H", "H", "H", "H", "H", "H", "H", "H", "H", "H", "H", "H", "H", "H", "H", "H", "H", "H", "H", "H", "H", "H", "H", "H", "H", "H", "H", "H", "H", "H", "H", "H", "H", "C", "C", "C", "C", "C", "C", "N", "O", "O", "H", "H", "H", "H", "H", "C", "Cl", "Cl", "H", "H", "F", "P", "F", "F", "F", "F", "F", "Cs", "C", "N", "O", "O", "H", "H", "H", "F"],
  "coordinates": [[-2.454, -2.739, 3.783], [-1.200, -2.361, 4.001], [-0.641, -1.111, 3.523], [-0.680, 0.022, 4.476], [-2.075, 0.235, 5.069], [-0.096, -1.021, 2.332], [0.555, 0.107, 1.941], [-0.056, 0.947, 0.906], [0.927, 2.043, 0.519], [2.524, 1.419, -0.002], [3.314, 0.758, 1.046], [2.278, 0.432, -1.239], [1.676, 1.008, -2.442], [0.603, 0.098, -3.013], [3.296, 2.758, -0.473], [4.327, 2.584, -1.432], [5.338, 1.555, -0.993], [-0.073, -2.078, 1.419], [-1.374, -2.498, 0.869], [-1.505, -2.260, -0.639], [-1.682, -1.165, -1.124], [-1.472, -3.969, -1.949], [1.141, -3.302, 1.861], [2.700, -2.472, 1.337], [1.059, -4.696, 0.666], [1.769, -4.490, -0.683], [-2.699, -3.787, 3.801], [-3.221, -2.001, 3.607], [-0.503, -2.976, 4.550], [-0.016, -0.238, 5.294], [-0.396, 0.954, 4.010], [-2.306, -0.482, 5.843], [-2.801, 0.150, 4.264], [-2.147, 1.259, 5.414], [0.991, 0.623, 2.692], [-0.973, 1.401, 1.277], [-0.291, 0.369, 0.017], [0.499, 2.723, -0.209], [1.143, 2.611, 1.423], [2.467, 1.101, -3.178], [1.248, 1.987, -2.240], [-0.386, 0.364, -2.669], [0.652, 0.166, -4.094], [0.830, -0.933, -2.761], [3.961, 2.339, -2.425], [4.838, 3.536, -1.532], [6.196, 1.476, -1.682], [4.905, 0.528, -0.934], [5.739, 1.756, 0.002], [-2.159, -1.902, 1.320], [-1.562, -3.546, 1.084], [2.992, -1.696, 2.032], [3.474, -3.207, 1.144], [2.485, -1.967, 0.392], [0.048, -5.066, 0.540], [1.608, -5.473, 1.193], [2.831, -4.692, -0.598], [1.340, -5.182, -1.397], [1.628, -3.482, -1.064], [-0.702, 8.037, -0.731], [-0.942, 6.726, -1.146], [-1.037, 5.705, -0.222], [-0.908, 6.001, 1.129], [-0.679, 7.310, 1.566], [-0.571, 8.316, 0.638], [-1.003, 4.935, 2.085], [-1.135, 3.786, 1.652], [-0.903, 5.176, 3.275], [-0.633, 8.839, -1.444], [-1.046, 6.506, -2.200], [-1.214, 4.691, -0.550], [-0.570, 7.527, 2.619], [-0.375, 9.328, 0.952], [-4.291, -5.936, 0.309], [-3.778, -5.286, 1.901], [-5.396, -4.849, -0.515], [-3.407, -6.066, -0.302], [-4.779, -6.888, 0.460], [-5.100, -6.879, -3.643], [-4.942, -8.274, -2.767], [-6.507, -8.540, -3.206], [-3.605, -8.377, -3.736], [-5.625, -7.363, -1.550], [-3.847, -8.512, -1.530], [-4.935, -9.918, -2.865], [6.005, -1.076, -1.162], [2.351, 4.045, -4.587], [0.919, 4.379, -4.818], [0.131, 4.059, -3.950], [0.649, 4.932, -5.855], [2.420, 3.553, -3.624], [2.661, 3.384, -5.391], [2.922, 4.969, -4.600], [1.258, 9.246, -1.066]]
}

***

# 2
{
  "formula": "C24H43Cl2F3N3O7SSiZn",
  "method": "the ωB97M-V functional and the def2-TZVPD basis",
  "symbols": ["C", "C", "H", "H", "H", "C", "C", "H", "H", "H", "H", "Zn", "Cl", "C", "O", "N", "C", "C", "H", "H", "H", "H", "H", "H", "H", "H", "H", "C", "C", "N", "H", "C", "O", "H", "H", "H", "H", "H", "H", "C", "C", "N", "H", "C", "O", "H", "H", "H", "H", "O", "C", "C", "C", "H", "C", "H", "C", "H", "C", "C", "H", "H", "H", "Si", "Cl", "C", "C", "C", "H", "H", "H", "H", "H", "H", "H", "H", "H", "F", "C", "F", "F", "S", "O", "O", "O"],
  "coordinates": [[0.733, 4.535, 1.959], [-0.161, 5.351, 1.068], [1.722, 5.000, 2.035], [0.850, 3.511, 1.571], [0.325, 4.463, 2.980], [0.061, 6.631, 0.735], [1.133, 7.477, 1.341], [-0.573, 7.132, -0.003], [2.091, 6.946, 1.423], [0.858, 7.830, 2.347], [1.288, 8.370, 0.725], [1.487, -3.007, 0.906], [1.701, -0.816, 1.342], [-1.416, -2.604, 0.221], [-0.251, -2.707, -0.232], [-2.464, -2.221, -0.528], [-2.328, -2.153, -1.973], [-3.679, -1.682, 0.078], [-1.666, -2.839, 1.281], [-1.434, -2.696, -2.272], [-2.252, -1.111, -2.301], [-3.214, -2.601, -2.421], [-3.628, -1.870, 1.159], [-4.561, -2.179, -0.351], [-3.758, -0.596, -0.106], [0.299, -7.774, -2.124], [0.850, -9.104, 0.162], [1.282, -7.319, -1.943], [1.743, -8.464, 0.211], [1.537, -7.220, -0.518], [1.308, -6.312, -2.363], [1.543, -6.014, 0.081], [1.335, -4.932, -0.503], [1.959, -8.237, 1.259], [1.775, -6.064, 1.157], [2.044, -7.962, -2.397], [2.578, -9.027, -0.228], [4.942, -0.770, 0.897], [3.115, 0.372, -0.346], [5.263, -1.300, -0.009], [3.630, 0.023, -1.249], [4.199, -1.271, -0.990], [5.474, -2.338, 0.253], [3.727, -2.366, -1.636], [2.868, -2.357, -2.524], [2.909, -0.059, -2.062], [4.181, -3.314, -1.285], [6.165, -0.802, -0.403], [4.427, 0.734, -1.500], [-0.800, 3.815, -0.621], [-1.325, 4.571, 0.467], [-2.551, 5.980, -1.261], [-2.511, 5.417, 0.012], [-1.743, 5.751, -1.960], [-3.616, 6.815, -1.620], [-1.681, 3.882, 1.247], [-3.552, 5.660, 0.920], [-3.647, 7.212, -2.634], [-4.608, 7.130, -0.684], [-4.581, 6.540, 0.585], [-3.502, 5.155, 1.887], [-5.411, 7.817, -0.954], [-5.362, 6.757, 1.318], [-1.144, 2.383, -1.383], [3.619, -3.833, 1.174], [-0.677, 2.677, -3.166], [-2.967, 2.001, -1.219], [-0.050, 1.085, -0.633], [-1.116, 3.603, -3.559], [-1.019, 1.838, -3.788], [0.415, 2.757, -3.256], [0.989, 1.443, -0.614], [-0.066, 0.150, -1.208], [-0.308, 0.829, 0.400], [-3.590, 2.850, -1.536], [-3.241, 1.749, -0.186], [-3.211, 1.144, -1.864], [1.353, -5.975, 5.404], [1.517, -5.515, 4.157], [2.754, -4.983, 4.064], [1.454, -6.592, 3.288], [0.211, -4.254, 3.679], [-1.009, -4.950, 4.026], [0.574, -3.058, 4.404], [0.380, -4.138, 2.190]],
  "total_charge": -1,
  "de_lowest_kj_mol": 0.0
}

***

| no. | Kohn-Sham gap (Eh) | LUMO (eV) | DFT total energy (eV) |
| --- | --- | --- | --- |
| 1 | 0.1394 | -2.642 | -129991.55344 |
| 2 | 0.2959 | 2.210 | -144725.03252 |